--- 1 ---
{
  "formula": "C2H5N3OS",
  "method": "ωB97M-V/def2-TZVPD",
  "species": ["C", "C", "H", "H", "H", "H", "H", "N", "N", "N", "O", "S"],
  "coordinates": [[-0.33768, 0.31758, -0.42346], [0.80958, -2.74643, -0.06855], [0.18098, 2.19138, 1.30870], [0.36048, 3.13053, -0.22061], [-2.04088, 1.55333, -0.44929], [0.39910, -2.57592, -1.37447], [0.73693, -3.83384, 0.78674], [-0.40487, 2.69484, 0.46161], [-0.84476, 1.68766, -0.29782], [1.07378, -1.80133, 0.88336], [-1.06240, -0.60513, -0.81588], [1.12973, -0.01268, 0.20966]],
  "mulliken_charge": [0.608, -0.152, 0.263, 0.282, 0.271, 0.254, 0.267, -0.620, -0.138, -0.282, -0.576, -0.177],
  "e_homo_ev": -9.51,
  "gap_ev": 9.582,
  "lumo_energy_ev": 0.07
}

=====

--- 2 ---
{
  "formula": "C2H5N3OS",
  "method": "ωB97M-V/def2-TZVPD",
  "species": ["C", "C", "H", "H", "H", "H", "H", "N", "N", "N", "O", "S"],
  "coordinates": [[-0.21708, -0.51028, -0.31625], [1.92359, 0.47331, -0.96909], [-1.65178, 1.05769, 2.13042], [-3.31661, 0.20757, 1.09202], [-1.21614, -1.69956, 1.18337], [2.46521, 1.23336, -1.61685], [2.60197, 0.42586, -0.14156], [-2.00770, 0.42897, 1.08139], [-1.12555, -0.59286, 0.74801], [0.68244, -1.44691, -0.70360], [1.49416, -0.77427, -1.73692], [0.36750, 1.19713, -0.75094]],
  "mulliken_charge": [0.509, -0.253, 0.270, 0.300, 0.292, 0.260, 0.268, -0.686, -0.127, -0.479, -0.219, -0.136],
  "e_homo_ev": -8.73,
  "gap_ev": 8.887,
  "lumo_energy_ev": 0.16
}

=====

Need the numbers? Relative energies in kcal/mol: 1 0.0; 2 17.6.